{
  "formula": "C5H8ClNO",
  "method": "the ωB97M-V functional and the def2-TZVPD basis",
  "de_lowest_kcal_mol": 29.1,
  "lumo_energy_ev": 0.8,
  "spin_multiplicity": 1,
  "elements": ["C", "C", "C", "C", "C", "H", "H", "H", "H", "H", "H", "H", "H", "N", "O", "Cl"],
  "coordinates": [[0.0504, 1.6746, -0.5173], [-0.7517, 0.8475, 0.5691], [-1.5409, -1.4231, -0.1818], [-2.5298, -0.9627, -0.9095], [0.6101, -1.2172, 0.8179], [-0.2749, 2.7313, -0.4460], [-0.1726, 1.1578, -1.4643], [-1.7997, 1.0669, 0.3979], [-0.4578, 1.0988, 1.6205], [-1.3671, -2.4986, 0.0341], [-3.2963, -1.6887, -1.2395], [-2.5690, 0.0219, -1.3458], [1.3475, -0.4437, 1.1933], [-0.5260, -0.5823, 0.3416], [0.8132, -2.4051, 0.7924], [1.8081, 1.6681, -0.3618]],
  "forces_ev_per_a": [[-1.48, -0.28, 0.84], [1.93, 0.06, -0.46], [1.15, -0.22, 0.60], [-1.38, -1.06, -1.12], [0.46, 1.34, 0.31], [0.15, -0.65, -0.48], [-0.02, 0.74, 0.18], [-0.11, -0.05, 0.22], [-0.25, 0.00, -0.94], [-0.32, 0.99, 0.01], [0.53, 0.64, 0.13], [-0.16, 0.26, 0.31], [-0.51, -0.89, -0.03], [-0.25, -0.99, 0.29], [-0.04, 0.13, -0.06], [0.30, -0.03, 0.21]],
  "lowdin_charge": [-0.57, -0.19, -0.15, 0.00, -0.33, 0.08, 0.07, 0.10, 0.13, 0.13, 0.07, 0.05, 0.11, -0.11, 0.04, 0.58]
}

{
  "formula": "C3H4FO3Pt",
  "method": "the ωB97M-V functional and the def2-TZVPD basis",
  "de_lowest_kcal_mol": 0.0,
  "lumo_energy_ev": [-0.2, -3.3],
  "spin_multiplicity": 4,
  "elements": ["F", "O", "C", "C", "O", "O", "C", "Pt", "H", "H", "H", "H"],
  "coordinates": [[-2.5888, 1.1117, -1.0422], [0.6086, 0.5431, 1.0111], [1.1404, -0.5856, 0.6843], [-0.8401, 0.6649, -0.0359], [2.2676, -0.9034, 1.0850], [0.5103, -1.2747, -0.2353], [-0.4660, -0.4961, -0.9595], [2.7974, 0.2259, 2.2502], [-0.5649, 1.6403, -0.4507], [-1.5571, 0.3789, 0.7414], [0.0047, -0.1477, -1.8836], [-1.3121, -1.1572, -1.1650]],
  "forces_ev_per_a": [[1.52, -0.72, 0.49], [1.35, -1.69, 0.20], [-4.88, 2.51, -3.20], [-2.07, 0.12, -1.73], [-1.32, -9.17, -6.71], [1.50, -0.95, 0.68], [-0.69, 0.69, 0.31], [4.70, 8.35, 9.01], [-0.64, -0.32, 1.01], [0.47, 0.97, -0.30], [-0.13, -0.16, 0.18], [0.19, 0.37, 0.07]],
  "mulliken_spin": [0.03, 0.02, -0.03, 0.00, 0.19, 0.01, 0.01, 2.78, 0.00, 0.00, 0.00, 0.00]
}

{
  "formula": "C3H4DyO3",
  "method": "the ωB97M-V functional and the def2-TZVPD basis",
  "de_lowest_kcal_mol": 0.0,
  "lumo_energy_ev": [-0.4, -1.5],
  "spin_multiplicity": 7,
  "elements": ["H", "O", "O", "C", "C", "O", "C", "H", "H", "H", "Dy"],
  "coordinates": [[-1.4417, -0.1704, -1.7255], [1.9819, 0.4316, 2.2630], [-1.7367, -0.3716, 0.3046], [-1.0617, 0.1957, -0.7473], [0.4923, -0.1002, -0.7749], [1.2872, 0.6059, 0.1771], [1.0965, 0.1237, 1.4618], [-1.1652, 1.3033, -0.7532], [0.8799, 0.2119, -1.7551], [0.6505, -1.1915, -0.7211], [-0.9829, -1.0383, 2.2707]],
  "forces_ev_per_a": [[0.05, 0.08, 0.33], [-1.21, -0.31, -0.44], [0.33, -0.89, 2.05], [1.45, 0.45, -0.74], [-1.00, 0.34, -0.77], [-0.45, -0.63, 0.14], [1.14, 0.25, 0.71], [-0.02, -0.39, -0.01], [-0.14, -0.01, 0.22], [0.01, 0.22, 0.23], [-0.15, 0.89, -1.72]],
  "mulliken_spin": [0.00, 0.01, 0.03, 0.01, -0.02, 0.00, 0.11, 0.00, 0.00, 0.00, 5.85]
}